ORCA calculation (wB97M-V/def2-TZVPD) on 2 unconnected molecules or ions with the total composition C8H8O3.

Structure (SMILES) ... C#C[C@H](C)O.C#CC(=O)C=O
Relative energy (zero: lowest compared OMol25 entry of this formula, charge and spin) ... 639.6 kJ/mol
HOMO level ... -9.76 eV
M ... 152.15 g mol⁻¹
E_tot ... -535.14805 hartree

Element x y z (Å)
C1 2.6695 -0.0380 0.2217
C2 2.8419 2.5545 -0.2990
C3 2.6743 1.3859 -0.0381
O1 3.3614 -2.0131 -0.8661
C4 3.2996 -0.7913 -0.8967
H1 -0.4123 0.3373 0.9382
H2 -1.4321 -2.2216 -0.5310
C5 -3.1994 0.3750 -0.1987
H3 -2.9743 -1.2806 0.8694
H4 3.7066 -0.1767 -1.7223
H5 -0.6762 -1.3149 1.5289
H6 -4.3657 1.4774 -1.8138
C6 -3.9194 0.9685 -1.0027
C7 -2.2959 -0.6437 0.2926
C8 -1.1892 -0.3454 1.3205
H7 2.9410 3.6129 -0.4705
H8 -1.5382 0.0448 2.2849
O2 2.2249 -0.5867 1.2246
O3 -1.7164 -1.3443 -0.8418

---

ORCA calculation (wB97M-V/def2-TZVPD) on a molecular structure, C12H18NO.

Charge ... +1
Relative energy (zero: lowest compared OMol25 entry of this formula, charge and spin) ... 291.9 kJ/mol
HOMO level ... -12.73 eV
M ... 192.28 g mol⁻¹
E_tot ... -597.68285 hartree

Element x y z (Å)
H1 1.5408 0.6229 -2.3400
H2 4.6252 1.6153 0.5894
H3 -2.0537 -2.1790 1.8471
H4 -1.9544 0.3304 -0.4504
H5 -1.7279 -0.3345 1.4630
C1 3.0282 0.3905 1.2410
C2 1.8860 -0.2071 0.8110
C3 -0.1405 -0.5756 -0.6437
H6 -0.4807 -1.5027 2.1861
H7 -2.8035 3.8179 -0.4632
H8 -2.8160 -2.3057 -0.4502
O1 -2.0228 -1.8159 -0.8198
H9 -3.5110 2.3869 -1.0932
C4 -2.7793 2.8257 -0.3521
H10 3.4469 1.8402 -1.9658
H11 0.7638 -2.9896 0.7600
N1 -1.2238 1.0400 -0.4293
H12 1.2873 -0.7680 1.5164
H13 3.4291 0.3838 2.1736
C5 1.9276 0.5155 -1.3799
H14 -3.2609 2.8098 0.7293
C6 3.6249 1.1978 0.2341
C7 -0.9305 -1.6708 0.0763
C8 -0.0225 -2.9346 0.0593
H15 -0.6453 3.0509 -0.3691
H16 0.4057 -3.0390 -0.9209
H17 -0.4474 -0.7044 -1.7494
H18 -0.6912 -3.7461 0.0619
C9 3.0846 1.2248 -1.1184
C10 1.2636 -0.2151 -0.4392
C11 -1.3407 -1.3444 1.5190
C12 -1.4616 2.2800 -0.2828

---

ORCA calculation (wB97M-V/def2-TZVPD) on a molecular structure, C8H18Cl2O3PTi.

Charge ... +2
Expectation value of S² ... 0.76
HOMO level (spin up / spin down) ... -17.18 / -17.82 eV
Spin multiplicity ... 2
M ... 311.98 g mol⁻¹
E_tot ... -2651.97470 hartree

Element x y z (Å)
C1 -3.0448 -1.7630 0.1186
C2 4.3906 0.1135 1.4791
H1 4.2796 -0.3817 2.4517
H2 4.4437 1.1947 1.6201
H3 -1.7034 -2.4958 -2.4704
H4 -2.8784 1.4201 -1.9318
H5 3.2383 -1.3283 0.2946
H6 -2.6409 -2.7789 0.0477
Cl1 0.1488 -2.5571 0.9280
C3 3.2827 -0.2579 0.5108
O1 0.5764 1.4443 -0.9711
H7 -4.2026 0.2714 -1.5827
O2 1.1386 -1.5761 -2.7635
H8 -0.6046 3.7184 0.2828
C4 0.7851 -1.1606 -1.7290
H9 -3.4615 1.2119 -0.2558
H10 5.3386 -0.2163 1.0553
C5 -2.1792 -1.5126 -2.5565
Ti1 0.2227 -0.4600 0.0586
C6 -1.0649 3.1829 -0.5659
P1 -2.0611 -0.6458 -0.9548
H11 -2.9781 -1.4225 1.1582
H12 2.0433 0.7611 1.7807
O3 1.9849 0.0694 1.0764
H13 -0.8275 3.7142 -1.5066
Cl2 -0.9817 1.1647 1.5976
H14 -4.0928 -1.7478 -0.2145
C7 -3.2635 0.6992 -1.2026
H15 -1.6604 -0.9349 -3.3296
H16 -3.2372 -1.6315 -2.8351
H17 -2.1520 3.1298 -0.4145
H18 3.3598 0.2735 -0.4527
C8 -0.5346 1.8231 -0.5350